No. 1
Computed, not measured: a molecular structure, C39H69N6O3PS3SbSi3V in a non-equilibrium geometry, with ωB97M-V/def2-TZVPD.

spin multiplicity = 1
energy relative to the best compared isomer or geometry (same formula, charge and spin) = 0.0 kcal/mol
Kohn-Sham gap = 5.3 eV
calculated total energy = -5670.42451 Ha

Geometry (Å):
V: -0.2846 0.5096 0.5035
C: -1.6581 -1.0142 4.2240
C: -1.4926 -0.6674 2.7879
N: -0.5313 0.1938 2.3754
N: 0.1362 1.0045 3.3007
C: 0.5049 2.1988 2.8613
N: 1.3041 2.9518 3.5952
S: -0.1131 2.6975 1.2938
C: -2.2860 -1.0729 1.7352
C: -3.3843 -1.9689 1.8372
C: -4.2976 -2.1432 0.8608
C: -4.2422 -1.2892 -0.3348
C: -2.9224 -0.3964 -0.5552
N: -1.9246 -0.4847 0.4783
H: -1.8687 -0.1118 4.8046
H: -0.7422 -1.4482 4.6195
H: -2.4767 -1.7132 4.3809
H: 0.5571 0.5743 4.1379
H: 1.9811 2.5064 4.2526
H: 1.6084 3.8038 3.1500
H: -3.4675 -2.5629 2.7390
H: -5.0961 -2.8678 0.9421
H: -4.6136 -1.7679 -1.2373
H: -3.2133 -0.0112 -2.6410
C: -2.4755 2.5036 -2.6132
Sb: -0.8317 1.2051 -2.0356
C: -2.4058 -0.4332 -2.0304
C: -3.8659 0.7819 -0.1817
C: -3.8557 2.0700 0.3411
C: -5.0525 2.5373 0.8485
C: -6.2068 1.7396 0.8850
C: -6.1306 0.4456 0.4230
N: -4.9693 0.0540 -0.1092
Si: -2.2055 -2.2044 -2.7156
C: -3.6604 -2.4467 -3.8706
C: -2.3398 -3.4924 -1.3724
C: -0.6885 -2.5552 -3.7365
C: 0.4050 1.9056 -3.7062
C: 1.5609 0.9278 -3.6676
C: 2.7983 1.1503 -4.2818
C: 3.8023 0.2169 -4.1335
C: 3.5606 -0.9306 -3.3910
C: 2.3070 -1.0878 -2.8395
N: 1.3367 -0.1822 -2.9731
Si: 1.0940 3.6299 -3.2086
C: -0.1894 4.9179 -2.7904
C: 2.1753 3.4182 -1.7118
C: 2.1128 4.3715 -4.6075
Si: -0.4373 1.8436 -5.4186
C: 0.8162 1.4926 -6.7539
C: -1.2516 3.4638 -5.8663
C: -1.6994 0.4668 -5.5506
H: -3.3566 2.3112 -2.0082
H: -2.7287 2.2616 -3.6426
H: -2.2344 3.5574 -2.5479
H: -2.9422 2.6503 0.3708
H: -5.0964 3.5379 1.2593
H: -7.1299 2.1067 1.3069
H: -6.9380 -0.2712 0.4729
H: -4.6223 -2.2239 -3.4014
H: -3.6909 -3.4864 -4.2076
H: -3.5694 -1.8144 -4.7566
H: -3.3756 -3.7809 -1.1887
H: -1.9189 -3.1629 -0.4222
H: -1.7992 -4.3856 -1.6939
H: -0.0864 -1.6691 -3.9066
H: -0.9971 -2.9542 -4.7058
H: -0.0565 -3.3017 -3.2516
H: 2.9654 2.0371 -4.8697
H: 4.7683 0.3840 -4.5929
H: 4.3219 -1.6828 -3.2424
H: 2.0529 -1.9592 -2.2566
H: -0.5970 4.7824 -1.7867
H: -1.0135 4.9810 -3.4973
H: 0.3330 5.8781 -2.8037
H: 1.5962 3.5190 -0.7892
H: 2.9581 4.1808 -1.7014
H: 2.6591 2.4404 -1.6774
H: 1.8119 4.0435 -5.6013
H: 3.1745 4.1523 -4.4898
H: 1.9985 5.4573 -4.5779
H: 1.5404 2.2956 -6.8888
H: 0.2756 1.3727 -7.6968
H: 1.3692 0.5716 -6.5657
H: -0.5538 4.3011 -5.8182
H: -2.1109 3.7097 -5.2452
H: -1.5997 3.3861 -6.8999
H: -1.2124 -0.4710 -5.8266
H: -2.4323 0.7059 -6.3253
H: -2.2450 0.2883 -4.6271
C: 1.1237 -2.5350 2.0412
C: 1.6081 -2.4925 0.6091
C: 1.1747 -3.6999 -0.1931
O: 1.1134 -1.3186 -0.0938
H: 1.5440 -3.4083 2.5439
H: 0.0335 -2.6032 2.0630
H: 1.4436 -1.6456 2.5915
H: 2.7006 -2.4165 0.6096
H: 0.0895 -3.7997 -0.1824
H: 1.6027 -4.5987 0.2531
H: 1.5057 -3.6456 -1.2295
C: 1.9444 -0.1786 7.9635
C: 1.0692 -0.9072 6.9609
C: 1.1053 -2.4136 7.1515
O: 1.3703 -0.6223 5.5780
P: 2.8331 -0.2831 4.8489
S: 3.3838 1.5678 5.5150
S: 1.9407 0.1275 0.3542
O: 3.6926 -1.3447 5.7984
C: 5.0587 -1.6746 5.5368
C: 5.5470 -1.2489 4.1604
C: 5.1943 -3.1712 5.7366
H: 1.5192 -0.3297 8.9585
H: 1.9894 0.8865 7.7493
H: 2.9636 -0.5644 7.9481
H: 0.0412 -0.5535 7.0917
H: 2.1074 -2.7800 6.9335
H: 0.4012 -2.9108 6.4820
H: 0.8484 -2.6758 8.1802
H: 5.6538 -1.1550 6.2950
H: 4.9577 -1.7255 3.3739
H: 6.5900 -1.5483 4.0458
H: 5.4790 -0.1691 4.0290
H: 4.6308 -3.7014 4.9666
H: 4.8005 -3.4627 6.7108
H: 6.2405 -3.4765 5.6783

=====

No. 2
Computed, not measured: a molecular structure, C3H5N3 in a non-equilibrium geometry, with ωB97M-V/def2-TZVPD.

spin multiplicity = 1
energy relative to the best compared isomer or geometry (same formula, charge and spin) = 119.3 kcal/mol
Kohn-Sham gap = 9.8 eV
calculated total energy = -281.39996 Ha

Geometry (Å):
C: 1.4258 -0.0011 -0.0506
C: -0.8881 -1.0838 0.0276
C: -0.8423 1.0706 -0.0156
H: 1.7513 1.4691 -0.3514
H: 1.8227 -0.9963 -1.0608
H: 1.8666 -0.3877 1.2359
H: -0.4767 -2.1217 0.1086
H: -0.4368 2.0812 0.1769
N: -0.0304 -0.0614 0.0146
N: -2.1074 -0.6673 -0.0530
N: -2.0847 0.6985 -0.0322

=====

No. 3
Computed, not measured: 6 unconnected molecules or ions with the total composition C23H47BN10O12P in a non-equilibrium geometry, with ωB97M-V/def2-TZVPD.

spin multiplicity = 1
charge = -1
Kohn-Sham gap = 5.8 eV
calculated total energy = -2721.51011 Ha

Geometry (Å):
C: 0.9945 -2.3572 3.0376
C: 0.8889 -3.8373 2.5272
C: 0.3465 -3.9372 1.0486
O: -0.8136 -4.2563 0.8734
O: 1.2530 -3.6231 0.0836
C: 0.7547 -3.8395 -1.2475
C: 1.6197 -2.9355 -2.2364
B: 1.6446 -1.3348 -1.7861
C: 3.1939 -0.8678 -1.4376
C: 3.6390 -1.0970 0.0382
C: 3.4676 0.0401 0.9742
C: 3.8282 -0.0695 2.3950
C: 4.3570 -1.3514 2.8731
C: 4.5737 -2.4917 2.0010
C: 4.2147 -2.3463 0.5709
C: 4.4767 -3.5790 -0.3444
O: 0.5752 -0.8801 -0.8720
C: -0.5525 -0.8130 -1.7423
C: -1.9305 -0.4691 -1.0873
O: -2.9803 -0.6379 -2.0683
C: -4.2169 -0.8047 -1.4347
C: -4.5981 -2.1520 -0.7237
O: -4.9559 0.1478 -1.4515
C: 0.0794 0.1995 -2.8484
P: 0.2229 1.8232 -1.8989
O: 1.6490 2.3551 -1.8962
O: 1.3419 -0.4558 -2.9829
H: 1.4825 -2.3833 4.0539
H: 0.0058 -1.8472 3.1733
H: 1.6385 -1.7111 2.3926
H: 1.8714 -4.3867 2.5475
H: 0.1608 -4.3793 3.1783
H: 0.8653 -4.9079 -1.5952
H: -0.3049 -3.5299 -1.4048
H: 1.1595 -3.0135 -3.2692
H: 2.6565 -3.3569 -2.3374
H: 3.9260 -1.3936 -2.1151
H: 3.2218 0.2491 -1.5994
H: 3.0639 1.0064 0.5801
H: 3.7228 0.7614 3.1245
H: 4.6147 -1.4860 3.9733
H: 4.9794 -3.4755 2.3491
H: 3.5883 -4.2321 -0.5143
H: 4.8978 -3.2112 -1.3188
H: 5.2747 -4.2065 0.1446
H: -0.7910 -1.7042 -2.3842
H: -2.1173 -1.2481 -0.2845
H: -1.9532 0.5202 -0.5595
H: -5.6839 -2.3990 -0.8564
H: -4.3534 -2.0199 0.3657
H: -3.9299 -2.9526 -1.1358
H: -0.5500 0.1941 -3.7799
H: -0.6987 2.7979 -2.4189
H: -0.1256 1.6316 -0.5200
C: -1.7599 5.4122 -0.7575
O: -0.8382 4.7004 -0.3919
N: -3.0387 4.9716 -0.8627
N: -1.5814 6.7253 -1.0953
H: -3.8125 5.5541 -1.1651
H: -3.2122 4.0107 -0.6238
H: -0.6483 7.0916 -1.0318
H: -2.3234 7.3279 -1.3982
C: -5.7521 7.6081 -0.9104
O: -5.2237 6.5353 -1.1594
N: -5.8768 8.0826 0.3568
N: -6.2589 8.4163 -1.8799
H: -6.3062 8.9594 0.5847
H: -5.5121 7.5097 1.0986
H: -6.1836 8.0955 -2.8296
H: -6.6962 9.2999 -1.6976
C: 5.9739 0.6384 5.3321
O: 5.9562 -0.5294 4.9897
N: 5.1704 1.1270 6.3207
N: 6.7968 1.5579 4.7558
H: 5.1689 2.0848 6.6164
H: 4.5485 0.4770 6.7682
H: 7.4017 1.2337 4.0215
H: 6.8269 2.5240 5.0208
C: -0.2759 -1.7268 -6.0829
O: -1.1248 -1.8355 -5.2120
N: -0.5663 -1.8922 -7.4107
N: 1.0209 -1.4346 -5.8158
H: 0.1115 -1.8081 -8.1441
H: -1.5176 -2.1096 -7.6477
H: 1.2809 -1.3032 -4.8428
H: 1.7257 -1.3432 -6.5228
C: -3.8361 -1.7872 4.3151
O: -3.1181 -1.3720 5.2083
N: -3.4306 -2.7312 3.4237
N: -5.1129 -1.3389 4.1322
H: -4.0073 -3.0844 2.6836
H: -2.4948 -3.0871 3.5240
H: -5.4484 -0.6404 4.7710
H: -5.7204 -1.6657 3.4047

=====

No. 4
Computed, not measured: C2H5NO in the gas phase in a non-equilibrium geometry, with ωB97M-V/def2-TZVPD.

spin multiplicity = 1
energy relative to the best compared isomer or geometry (same formula, charge and spin) = 54.5 kcal/mol
Kohn-Sham gap = 10.1 eV
calculated total energy = -209.13542 Ha
SMILES = NCC=O

Geometry (Å):
N: -1.3237 0.6815 -0.1576
C: -0.0400 -0.0777 -0.5745
C: 1.0959 -0.3534 0.4753
O: 2.2216 0.0138 0.1947
H: -1.1960 1.5893 0.2542
H: -1.6932 0.2729 0.6874
H: -0.4810 -1.1726 -0.7928
H: 0.6444 0.0236 -1.4018
H: 0.7720 -0.9775 1.3151

=====

No. 5
Computed, not measured: 13 unconnected molecules or ions with the total composition H26O13 in a non-equilibrium geometry, with ωB97M-V/def2-TZVPD.

spin multiplicity = 1
energy relative to the best compared isomer or geometry (same formula, charge and spin) = 145.8 kcal/mol
Kohn-Sham gap = 8.9 eV
calculated total energy = -993.54084 Ha

Geometry (Å):
H: -0.0054 -0.0419 -0.4795
H: -1.5039 -0.2945 -0.5067
H: -3.6432 2.8407 -1.4100
H: -3.4331 3.7003 -0.1743
H: -4.8705 0.0139 -2.3319
H: -5.0932 -1.4383 -2.7212
H: 0.8604 -3.7360 -0.5498
H: 1.7661 -3.0161 0.4359
H: 0.6649 -1.3096 4.4555
H: 0.3172 -2.3104 3.3658
H: 2.9925 -2.7352 -1.4545
H: 2.6556 -2.8353 -2.9332
H: 3.3130 1.3203 -2.2495
H: 4.5486 0.8746 -1.4848
H: -0.2504 -1.5393 0.2780
H: -0.4286 -2.2284 -1.0649
H: -2.6198 1.1317 3.1510
H: -1.8279 2.0552 2.2399
H: -5.5463 -1.0256 0.7960
H: -5.2152 -0.1888 -0.4289
H: 4.6823 1.6312 -0.0806
H: 3.5144 2.5906 0.0795
H: 3.0955 -0.5056 3.7680
H: 3.3847 0.1030 2.4056
H: 1.9875 3.6561 -0.5179
H: 2.5195 3.4120 -1.9206
O: -0.8530 0.4163 -0.5059
O: -3.8435 2.8792 -0.4680
O: -4.4287 -0.8423 -2.3573
O: 1.2561 -2.8757 -0.3698
O: 0.3316 -1.3650 3.5528
O: 2.2513 -2.6959 -2.0694
O: 3.8912 0.5608 -2.1160
O: -0.7926 -2.1963 -0.1730
O: -2.6296 2.0186 2.7738
O: -4.8490 -0.8672 0.1496
O: 4.4713 2.5705 -0.0344
O: 3.1032 -0.7166 2.8275
O: 1.8586 3.0981 -1.2932

=====

No. 6
Computed, not measured: 3 unconnected molecules or ions with the total composition C3H11NO2 in a non-equilibrium geometry, with ωB97M-V/def2-TZVPD.

spin multiplicity = 2
charge = +1
energy relative to the best compared isomer or geometry (same formula, charge and spin) = 85.2 kcal/mol
Kohn-Sham gap (spin up / spin down) = 7.1 / 7.3 eV
calculated total energy = -325.68787 Ha
<S²> = 0.76

Geometry (Å):
N: -0.5190 1.6382 -0.1728
C: -0.2003 0.4197 -0.9477
C: 0.8922 -1.8489 -0.6018
C: 0.1974 -0.7316 -0.1231
H: -0.1654 2.4021 -0.7338
H: -0.1095 1.6827 0.7526
H: 0.6602 0.6468 -1.5906
H: -1.1031 0.2167 -1.5473
H: 1.9768 -1.7769 -0.4669
H: 0.5128 -2.7918 -0.9640
H: 0.1930 -0.5569 0.9592
H: -3.2896 -0.2393 1.4606
H: -2.6413 -0.1131 0.1563
O: -3.2789 -0.6853 0.6008
H: 2.0550 -0.1858 1.0597
H: 2.1598 1.3678 1.1610
O: 2.6601 0.5555 0.9977

=====

No. 7
Computed, not measured: a molecular structure, C10H30BeNO13 in a non-equilibrium geometry, with ωB97M-V/def2-TZVPD.

spin multiplicity = 2
charge = +2
energy relative to the best compared isomer or geometry (same formula, charge and spin) = 0.0 kcal/mol
Kohn-Sham gap (spin up / spin down) = 7.0 / 5.2 eV
calculated total energy = -1445.70480 Ha
<S²> = 0.76

Geometry (Å):
Be: -14.9139 12.9237 16.4986
N: -17.9427 13.2132 14.2295
O: -16.9641 13.0070 14.8786
O: -19.1132 13.2313 14.6470
O: -17.8666 13.3498 13.0101
C: -16.6536 14.3222 19.1113
C: -15.2711 14.8963 19.1332
O: -14.2972 13.9581 19.0301
O: -17.0237 13.8624 17.7891
H: -17.3849 15.0874 19.3717
H: -16.8441 13.5689 19.8758
H: -15.1542 15.4306 20.0760
H: -15.1709 15.6116 18.3168
H: -13.5173 14.2736 19.4926
H: -17.9500 14.0879 17.6766
C: -14.2274 10.0502 17.8286
C: -15.6020 10.4752 18.4349
O: -16.4179 10.9324 17.4030
O: -13.3979 11.2213 17.5885
H: -14.3444 9.4563 16.9221
H: -13.5960 9.4104 18.4451
H: -15.4319 11.2131 19.2188
H: -16.0437 9.5872 18.8872
H: -17.3475 10.9329 17.6428
H: -12.5145 10.8755 17.4415
C: -13.9511 12.4718 13.0262
C: -13.7314 11.1123 13.7659
O: -14.6885 10.9296 14.8011
O: -13.9423 13.4917 14.0364
H: -14.9682 12.5497 12.6422
H: -13.2744 12.7276 12.2110
H: -12.7526 10.7998 14.1299
H: -13.9154 10.3008 13.0618
H: -15.1057 10.0794 14.6436
H: -13.7732 14.2896 13.5300
C: -14.7202 16.7949 15.8848
C: -13.1816 16.7479 16.1640
O: -12.9722 16.2541 17.5406
O: -15.2862 15.4870 15.7470
H: -14.8095 17.3680 14.9620
H: -15.1824 17.2993 16.7334
H: -12.7093 17.7116 15.9735
H: -12.7947 16.0763 15.3975
H: -13.3774 16.8242 18.1981
H: -16.1549 15.6607 15.3772
C: -10.2132 13.1820 17.0639
C: -11.2597 13.3457 15.9198
O: -12.4952 13.7405 16.6156
O: -9.4703 14.3950 17.1759
H: -9.4538 12.5034 16.6754
H: -10.6511 12.8380 18.0010
H: -11.4733 12.4383 15.3549
H: -10.9042 14.0900 15.2072
H: -12.3430 14.6195 16.9703
H: -8.8892 14.3216 17.9365

=====

No. 8
Computed, not measured: C4H7NO in the gas phase in a non-equilibrium geometry, with ωB97M-V/def2-TZVPD.

spin multiplicity = 1
energy relative to the best compared isomer or geometry (same formula, charge and spin) = 98.1 kcal/mol
Kohn-Sham gap = 10.2 eV
calculated total energy = -286.47536 Ha
SMILES = CC(=O)[C@H]1CN1

Geometry (Å):
C: 1.8998 0.0435 0.2983
C: 0.4263 0.2605 0.4311
O: 0.0318 1.3087 0.9012
C: -0.6302 -0.7007 -0.1754
C: -1.8541 0.0385 0.1254
N: -1.0998 -0.0193 -1.3500
H: 2.3932 0.8558 0.8385
H: 2.1985 0.0817 -0.7551
H: 2.1823 -0.9275 0.7060
H: -0.4783 -1.7767 -0.1763
H: -1.8439 0.4877 1.1328
H: -2.8533 -0.1062 -0.2086
H: -0.3056 0.4651 -1.8014

=====

No. 9
Computed, not measured: a molecular structure, C16H47N9O10V in a non-equilibrium geometry, with ωB97M-V/def2-TZVPD.

spin multiplicity = 2
Kohn-Sham gap = 8.3 eV
calculated total energy = -2827.16372 Ha
<S²> = 0.79

Geometry (Å):
O: -0.4866 -0.2310 0.5838
V: 0.8623 -0.9328 1.0992
C: 3.8115 -3.5760 1.2797
C: 3.8954 -2.2396 2.0450
O: 2.8258 -1.3763 1.8962
H: 3.2102 -4.3516 1.7575
H: 4.7986 -4.0498 1.2624
H: 3.4808 -3.4873 0.2441
H: 4.8576 -1.7241 1.9354
H: 4.0472 -2.5864 3.0843
C: -0.6507 -5.2790 0.1391
C: 0.3963 -4.2681 0.5672
O: 0.2064 -2.9293 0.2473
H: -1.5516 -5.0996 0.7316
H: -0.3799 -6.3309 0.2190
H: -0.9625 -5.1185 -0.8976
H: 1.3660 -4.5998 0.1700
H: 0.4812 -4.4274 1.6525
C: 1.6400 1.7494 3.0398
O: 1.0963 1.1920 2.0908
N: 2.6940 1.2312 3.7039
N: 1.2345 2.9285 3.5462
H: 3.1239 0.4031 3.3099
H: 3.1381 1.8262 4.3771
H: 1.6291 3.4277 4.3195
H: 0.4203 3.3362 3.1143
C: 2.4494 -0.8049 -1.7761
O: 1.8733 -0.3232 -0.7919
N: 3.0018 -0.0698 -2.7572
N: 2.3619 -2.0989 -2.1370
H: 3.6762 -0.5380 -3.3315
H: 2.9619 0.9340 -2.6883
H: 2.7779 -2.3773 -3.0046
H: 1.7165 -2.7669 -1.7411
C: -3.1233 -2.0176 -1.0187
O: -4.1778 -1.5449 -1.4350
N: -2.0084 -2.1223 -1.7994
N: -2.8486 -2.5229 0.2048
H: -2.0049 -1.8578 -2.7667
H: -1.1607 -2.4887 -1.3806
H: -3.5361 -2.4871 0.9353
H: -1.8830 -2.7266 0.4118
C: 0.3438 -1.7536 4.1524
O: 0.1377 -1.2060 3.0509
N: -0.5685 -1.7351 5.1162
N: 1.5083 -2.3250 4.4658
H: -0.3403 -1.9376 6.0717
H: -1.4638 -1.3034 4.9176
H: 1.5642 -2.7921 5.3509
H: 2.1954 -2.3644 3.7215
C: -2.7722 0.8935 2.9345
C: -3.8757 0.5785 3.9550
O: -3.6203 -0.6929 4.5926
H: -2.7308 0.0161 2.2880
H: -1.8010 0.9804 3.4235
H: -2.9281 1.8272 2.3960
H: -4.8787 0.6452 3.5304
H: -3.8747 1.3348 4.7417
H: -3.9130 -1.3424 3.9443
C: 1.9289 5.6335 -5.3177
O: 0.7933 5.7411 -4.4999
C: -0.4183 5.4618 -5.1991
C: -0.8558 3.9753 -5.1410
N: -1.1045 3.5600 -3.7867
C: -1.3322 2.1360 -3.5717
C: -0.9978 1.6798 -2.1387
O: -1.7913 2.3732 -1.1849
C: -3.1000 1.8738 -1.0363
H: 2.1168 4.5993 -5.6216
H: 2.8602 6.0155 -4.8962
H: 1.9241 6.2087 -6.2518
H: -0.3185 5.7838 -6.2374
H: -1.1179 6.0914 -4.6496
H: -0.1718 3.3243 -5.7035
H: -1.7894 3.8789 -5.7049
H: -0.4574 3.9432 -3.1123
H: -0.7380 1.5151 -4.2548
H: -2.3748 1.8851 -3.7823
H: 0.0390 1.9462 -1.9288
H: -1.1109 0.5938 -2.1004
H: -3.6124 1.8124 -1.9998
H: -3.5773 2.5968 -0.3760
H: -3.0367 0.8733 -0.5997